1.
45
Properties=species:S:1:pos:R:3 method="wB97M-V/def2-TZVPD" charge=+1 e_above_lowest_kj_mol=0.0 e_homo_ha=-0.428 max_force_ev_per_a=2.5
C 3.199 1.747 1.653
O 2.878 1.476 0.291
C 1.467 1.519 0.062
C 1.230 1.259 -1.411
C 1.639 -0.157 -1.845
C 0.525 -1.190 -2.095
C -0.744 -1.020 -1.274
C -0.540 -1.311 0.177
C -1.254 -0.867 1.215
C -2.462 -0.002 1.323
C -3.648 -0.435 0.452
O -4.302 -1.542 1.031
C -4.609 0.738 0.334
N -4.053 1.822 -0.464
C -0.638 -1.399 2.473
O -1.071 -1.401 3.604
O 0.589 -1.962 2.105
C 0.530 -2.194 0.751
O 1.238 -3.007 0.199
H 3.289 0.831 2.230
H 2.484 2.429 2.097
H 4.173 2.226 1.667
H 1.135 2.527 0.298
H 0.963 0.796 0.699
H 0.219 1.515 -1.699
H 1.878 1.959 -1.930
H 2.355 -0.567 -1.138
H 2.181 -0.052 -2.784
H 0.303 -1.280 -3.150
H 0.929 -2.153 -1.810
H -1.214 -0.048 -1.365
H -1.467 -1.739 -1.657
H -2.801 -0.078 2.350
H -2.213 1.033 1.100
H -3.340 -0.738 -0.541
H -4.848 -1.221 1.749
H -5.580 0.391 -0.010
H -4.759 1.103 1.354
H -3.317 1.503 -1.072
H -4.751 2.317 -0.991
N 4.886 -0.568 -0.796
H 4.768 -0.362 -1.789
H 5.854 -0.397 -0.521
H 4.250 0.046 -0.254
H 4.649 -1.546 -0.620

---

2.
15
Properties=species:S:1:pos:R:3 method="wB97M-V/def2-TZVPD" charge=+1 e_above_lowest_kj_mol=494.0 e_homo_ha=-0.522 max_force_ev_per_a=4.1
C -1.644 -1.292 -0.070
C -0.603 -0.836 -0.982
C -0.717 0.330 -0.097
C 2.225 1.821 0.304
N -1.243 -0.437 0.913
N -2.656 -2.084 -0.166
H 0.344 -1.325 -0.943
H -0.807 -0.624 -2.081
H 1.215 1.469 0.442
H 2.308 2.823 -0.189
H 2.810 1.109 -0.411
H 2.942 2.021 1.237
H -1.533 -0.384 1.842
H -2.866 -2.311 -1.133
H -3.404 -2.069 0.487

---

3.
49
Properties=species:S:1:pos:R:3 method="wB97M-V/def2-TZVPD" smiles="NS(=O)(=O)CCNC(=O)/C(Cc1ccc(O)cc1)=N/O[C@H]1CCCCO1" e_above_lowest_kj_mol=494.0 e_homo_ha=-0.303 max_force_ev_per_a=5.7
N 3.452 1.091 -3.675
S 3.748 -0.239 -4.452
O 4.965 -0.223 -5.272
O 2.541 -0.284 -5.283
C 3.682 -1.450 -3.084
C 2.208 -1.769 -2.686
N 1.870 -0.876 -1.644
C 1.802 -1.210 -0.277
O 2.336 -2.178 0.142
C 1.366 -0.078 0.618
C 1.585 -0.270 2.086
C 0.403 -0.983 2.591
C -0.767 -0.328 3.035
C -1.746 -1.032 3.667
C -1.676 -2.479 3.611
O -2.637 -3.262 4.216
C -0.648 -3.125 3.051
C 0.439 -2.412 2.590
N 0.717 1.041 0.285
O 0.296 1.969 1.323
C 0.091 3.289 0.697
C -1.377 3.324 0.394
C -2.324 3.722 1.553
C -1.783 4.737 2.536
C -0.296 4.586 2.727
O 0.480 4.376 1.540
H 3.268 1.817 -4.351
H 4.113 1.377 -3.017
H 4.034 -2.363 -3.427
H 4.261 -1.106 -2.291
H 1.470 -1.665 -3.474
H 2.294 -2.762 -2.235
H 1.273 -0.092 -1.985
H 1.725 0.584 2.724
H 2.479 -0.860 2.220
H -0.805 0.744 3.076
H -2.629 -0.603 4.075
H -2.396 -4.217 4.168
H -0.597 -4.241 3.045
H 1.260 -2.929 2.130
H 0.754 3.524 -0.135
H -1.730 2.381 -0.103
H -1.649 4.013 -0.376
H -2.543 2.856 2.152
H -3.305 3.956 1.135
H -2.181 4.601 3.463
H -1.910 5.723 2.093
H -0.104 3.817 3.436
H 0.123 5.439 3.320

---

4.
15
Properties=species:S:1:pos:R:3 method="wB97M-V/def2-TZVPD" smiles="C=CC1(N)[C@H](F)[C@H]1F" e_above_lowest_kj_mol=488.5 e_homo_ha=-0.339 max_force_ev_per_a=5.4
C 2.502 -0.148 -0.496
C 1.399 0.689 -0.564
C -0.019 0.632 -0.114
N -0.293 1.605 0.877
C -0.392 -0.739 0.592
F 0.537 -1.693 0.632
C -1.120 -0.233 -0.771
F -2.516 -0.080 -0.477
H 2.125 -1.382 -0.334
H 3.476 0.346 -0.719
H 1.634 1.851 -0.810
H -0.139 2.703 0.462
H 0.390 1.464 1.915
H -0.850 -0.552 1.631
H -0.996 -0.919 -1.563

---

5.
61
Properties=species:S:1:pos:R:3 method="wB97M-V/def2-TZVPD" smiles="CCCOc1ccc(N2C[C@H](C(=O)Nc3ccccc3C(=O)NCc3ccco3)CC2=O)cc1" e_above_lowest_kj_mol=32.3 e_homo_ha=-0.286 max_force_ev_per_a=0.9
C -7.705 -4.344 1.829
C -7.651 -3.230 0.793
C -6.343 -2.450 0.877
O -6.377 -1.443 -0.111
C -5.319 -0.593 -0.221
C -4.167 -0.640 0.553
C -3.152 0.281 0.353
C -3.259 1.266 -0.622
N -2.215 2.184 -0.823
C -0.887 1.926 -0.302
C 0.009 2.949 -1.024
C 1.159 3.386 -0.118
O 1.178 4.450 0.458
N 2.113 2.421 -0.034
C 3.275 2.391 0.723
C 3.605 3.409 1.618
C 4.746 3.323 2.388
C 5.577 2.217 2.289
C 5.276 1.216 1.386
C 4.145 1.290 0.574
C 3.847 0.226 -0.420
O 2.711 -0.028 -0.815
N 4.917 -0.432 -0.909
C 4.796 -1.551 -1.825
C 5.487 -2.758 -1.284
C 6.716 -3.289 -1.551
C 6.853 -4.414 -0.702
C 5.703 -4.477 0.020
O 4.873 -3.480 -0.323
C -0.959 4.077 -1.350
C -2.325 3.415 -1.404
O -3.323 3.906 -1.875
C -4.416 1.309 -1.402
C -5.426 0.397 -1.200
H -8.645 -4.885 1.752
H -6.889 -5.047 1.679
H -7.626 -3.936 2.834
H -7.744 -3.646 -0.212
H -8.479 -2.535 0.943
H -5.492 -3.125 0.704
H -6.237 -2.002 1.875
H -4.042 -1.387 1.321
H -2.278 0.218 0.982
H -0.588 0.895 -0.505
H -0.860 2.099 0.783
H 0.415 2.508 -1.939
H 1.962 1.545 -0.543
H 2.947 4.257 1.706
H 4.982 4.115 3.082
H 6.453 2.134 2.913
H 5.917 0.346 1.342
H 5.845 -0.180 -0.610
H 5.229 -1.288 -2.795
H 3.725 -1.739 -1.938
H 7.427 -2.932 -2.267
H 7.691 -5.078 -0.643
H 5.367 -5.157 0.777
H -0.742 4.592 -2.284
H -0.955 4.820 -0.547
H -4.522 2.068 -2.157
H -6.322 0.429 -1.799

---

6.
16
Properties=species:S:1:pos:R:3 method="wB97M-V/def2-TZVPD" smiles="C=P(S)(OC)OC" e_above_lowest_kj_mol=246.8 e_homo_ha=-0.307 max_force_ev_per_a=3.4
C 0.364 -0.174 -1.495
P -0.796 0.234 -0.288
S -2.886 0.518 -0.108
O -0.633 -0.973 0.898
C 0.155 -2.120 0.591
O -0.357 1.663 0.269
C 0.947 2.011 0.697
H 0.249 0.433 -2.355
H 0.277 -1.117 -1.852
H -2.831 0.324 1.315
H 0.612 -2.451 1.500
H 0.935 -1.753 0.014
H -0.631 -2.869 0.107
H 0.779 2.991 1.197
H 1.558 2.093 -0.153
H 1.316 1.283 1.368